[1]
{"formula": "C4H10N2O", "method": "ωB97M-V/def2-TZVPD", "elements": ["C", "N", "C", "C", "C", "N", "O", "H", "H", "H", "H", "H", "H", "H", "H", "H", "H"], "positions_angstrom": [[-2.147486, -0.177379, 0.950467], [-0.862561, -0.550723, 1.158280], [0.919610, 1.203308, 0.733144], [0.292634, -0.157144, 0.335407], [0.035070, -0.312142, -1.163902], [1.355491, -0.375598, -1.809349], [-2.556518, 0.418314, -0.023987], [-2.800903, -0.493048, 1.779241], [-0.643043, -0.921485, 2.067547], [1.923092, 0.982247, 1.094280], [1.014454, 1.866697, -0.124373], [0.417890, 1.797217, 1.499415], [1.023119, -0.905326, 0.629187], [-0.536181, 0.536923, -1.516255], [-0.510485, -1.251233, -1.263369], [1.792680, -1.246774, -1.527419], [1.283144, -0.413851, -2.818311]], "atomic_forces_ev_per_a": [[0.2, 0.1, -0.1], [0.0, 0.3, -0.2], [0.2, 0.0, -0.2], [-0.3, 0.4, 0.7], [0.7, -0.4, 0.6], [-0.1, 0.0, 0.1], [0.0, 0.0, 0.1], [-0.1, 0.0, 0.0], [-0.1, 0.0, 0.0], [0.1, 0.3, 0.0], [0.1, -0.1, -0.2], [-0.3, -0.5, 0.1], [0.2, -0.2, -0.3], [-0.1, -0.1, -0.2], [-0.4, 0.1, -0.3], [0.1, 0.1, -0.1], [-0.1, 0.1, 0.0]], "e_homo_ha": -0.34810, "de_lowest_kcal_mol": 26.13, "orbital_gap_ev": 10.29, "charge": 0, "lumo_ev": 0.818, "smiles": "C[C@H](CN)NC=O", "fmax_ev_per_a": 0.968}



[2]
{"formula": "C4H10N2O", "method": "ωB97M-V/def2-TZVPD", "elements": ["C", "C", "C", "C", "N", "N", "O", "H", "H", "H", "H", "H", "H", "H", "H", "H", "H"], "positions_angstrom": [[0.905122, 0.783578, -0.075267], [-0.791279, -1.252263, -0.895396], [-0.019851, 1.870086, -0.516243], [-1.281053, -1.480139, 0.345143], [1.158146, 0.575489, 1.178721], [1.771822, 0.268313, -1.071046], [2.484028, -0.692432, -0.854257], [-0.066925, 0.067208, 1.970864], [1.845538, -0.175621, 1.293360], [-1.285999, -0.596031, -1.595330], [0.025787, -1.823108, -1.309097], [-0.860289, 1.952790, 0.171872], [-0.390180, 1.675868, -1.520648], [0.513874, 2.821327, -0.534318], [-0.951091, -2.363137, 0.881214], [-2.296242, -1.179733, 0.570355], [-0.761409, -0.452196, 1.960072]], "atomic_forces_ev_per_a": [[0.3, -0.1, 2.8], [-0.4, -0.2, 0.9], [0.0, -0.2, -0.2], [-0.7, -1.4, -2.1], [0.4, 0.8, -1.4], [1.3, -0.8, -2.0], [-1.2, 1.0, 0.6], [-1.9, -1.2, 0.2], [0.0, 0.0, -0.2], [-0.1, 0.2, 0.1], [0.3, 0.0, 0.2], [0.1, -0.1, 0.0], [0.0, 0.0, 0.0], [0.0, 0.0, 0.0], [0.3, 0.4, 0.3], [0.2, 0.5, 0.3], [1.3, 1.0, 0.4]], "e_homo_ha": [-0.33972, -0.33949], "de_lowest_kcal_mol": 164.53, "orbital_gap_ev": [7.98, 7.97], "charge": 0, "lumo_ev": [-1.266, -1.269], "fmax_ev_per_a": 2.848}



[3]
{"formula": "C4H10N2O", "method": "ωB97M-V/def2-TZVPD", "elements": ["C", "C", "N", "C", "C", "N", "O", "H", "H", "H", "H", "H", "H", "H", "H", "H", "H"], "positions_angstrom": [[0.283528, 0.558178, -1.680903], [1.108131, 0.054921, -0.450320], [0.516952, -1.165472, 0.110986], [-0.890660, -1.268985, 0.402702], [-1.799306, 0.059816, 0.547784], [-0.935042, 1.171457, 1.180498], [2.230112, 0.371187, -0.027346], [1.095111, 0.990705, -2.374082], [-0.470779, 1.422534, -1.390590], [-0.050589, -0.216165, -2.263605], [1.160903, -1.628117, 0.726038], [-1.094493, -1.742448, 1.398980], [-1.311821, -1.899376, -0.515741], [-2.590246, -0.122070, 1.249521], [-2.259152, 0.349828, -0.415564], [0.011230, 1.388887, 0.790621], [-1.614592, 2.021262, 1.057225]], "atomic_forces_ev_per_a": [[2.8, 4.5, 1.3], [0.5, -2.9, 1.1], [0.9, 2.9, -0.6], [-2.7, -0.7, -1.3], [3.4, 0.4, -0.5], [-2.8, 1.2, -0.7], [-2.5, 0.2, -1.6], [-1.2, 0.0, 1.1], [1.5, -2.1, -0.8], [-1.6, -2.0, -0.8], [0.0, 0.2, 0.5], [0.7, -0.2, -1.2], [0.1, 1.0, 2.3], [-0.3, -0.3, 0.3], [0.4, -0.1, 0.3], [-1.6, -0.3, 0.2], [2.3, -1.6, 0.5]], "e_homo_ha": -0.34200, "de_lowest_kcal_mol": 61.93, "orbital_gap_ev": 10.17, "charge": 0, "lumo_ev": 0.863, "smiles": "CC(=O)NCCN", "fmax_ev_per_a": 5.425}



[4]
{"formula": "C4H10N2O", "method": "ωB97M-V/def2-TZVPD", "elements": ["O", "C", "N", "C", "N", "C", "C", "H", "H", "H", "H", "H", "H", "H", "H", "H", "H"], "positions_angstrom": [[1.783437, -0.837215, -0.672025], [1.004509, -0.072979, -0.123739], [0.177008, -0.555584, 0.875340], [-1.205235, -0.156655, 0.888598], [-2.017064, -0.890259, 1.879149], [0.835328, 1.290562, -0.736208], [-0.044057, 1.061267, -2.029333], [0.502386, -1.359356, 1.354669], [-1.784451, -0.363044, -0.013106], [-1.261670, 0.892804, 1.190417], [-1.574030, -0.853016, 2.785673], [-2.120715, -1.855091, 1.610161], [0.268063, 2.017254, -0.158387], [1.841350, 1.609887, -0.987789], [-0.125670, 0.024697, -2.329861], [0.314806, 1.677154, -2.854842], [-1.025385, 1.474327, -1.785838]], "atomic_forces_ev_per_a": [[0.6, 0.3, 0.6], [0.0, -1.5, -0.5], [0.4, 1.7, -0.9], [-1.5, -0.5, 1.9], [0.6, 0.6, -0.2], [-1.1, -0.6, -0.8], [0.1, 1.2, 0.6], [-0.1, -1.0, 0.0], [0.6, 0.4, -0.5], [-0.2, 0.1, -0.5], [0.0, -0.1, 0.2], [0.0, -0.2, 0.0], [0.5, 0.0, 0.4], [-0.1, 0.2, 0.0], [0.1, -0.1, -0.1], [0.1, -0.2, 0.0], [-0.2, -0.4, -0.2]], "e_homo_ha": -0.34434, "de_lowest_kcal_mol": 31.77, "orbital_gap_ev": 10.31, "charge": 0, "lumo_ev": 0.937, "smiles": "CCC(=O)NCN", "fmax_ev_per_a": 2.456}



[5]
{"formula": "C4H10N2O", "method": "ωB97M-V/def2-TZVPD", "elements": ["C", "N", "C", "C", "C", "N", "O", "H", "H", "H", "H", "H", "H", "H", "H", "H", "H"], "positions_angstrom": [[1.545391, -0.501928, -0.672081], [0.493548, 0.137180, 0.093735], [0.753156, 1.173152, 1.111513], [-0.680630, 0.301886, -0.779731], [-1.960501, 0.257813, 0.055427], [-2.233216, -1.113827, 0.365384], [2.750110, -0.428119, -0.425461], [1.121404, -1.172744, -1.451064], [-0.045997, 1.111547, 1.913780], [1.666786, 1.052576, 1.683290], [0.647474, 2.169648, 0.551552], [-0.659725, -0.510457, -1.446025], [-0.839247, 1.260105, -1.418627], [-2.762534, 0.708335, -0.564200], [-1.894436, 1.040022, 0.986328], [-3.245364, -1.233199, 0.515215], [-1.756050, -1.549893, 1.128827]], "atomic_forces_ev_per_a": [[1.1, 0.9, 2.4], [1.6, -0.7, -2.2], [-1.6, 0.7, -0.6], [-1.1, 2.6, 1.3], [0.4, 1.8, 1.0], [-2.3, -0.4, -0.1], [-2.3, -0.1, -0.5], [0.2, 0.4, 0.2], [0.7, 0.2, -1.1], [0.4, -0.1, -0.7], [0.5, -1.0, 1.3], [-0.3, -1.0, -0.9], [1.4, -1.0, 1.0], [0.2, -0.7, 0.3], [0.0, -1.8, -2.0], [0.8, -0.1, 0.0], [0.5, 0.3, 0.4]], "e_homo_ha": -0.33556, "de_lowest_kcal_mol": 50.54, "orbital_gap_ev": 10.00, "charge": 0, "lumo_ev": 0.866, "smiles": "CN(C=O)CCN", "fmax_ev_per_a": 3.176}



[6]
{"formula": "C4H10N2O", "method": "ωB97M-V/def2-TZVPD", "elements": ["C", "C", "C", "O", "N", "C", "N", "H", "H", "H", "H", "H", "H", "H", "H", "H", "H"], "positions_angstrom": [[0.289194, -0.166022, 0.946837], [-1.047809, -0.349748, 1.689091], [-2.006612, 0.673827, 1.178301], [-1.895258, 1.858114, 1.350827], [0.178853, -0.500663, -0.487898], [1.159793, 0.277293, -1.258249], [1.629442, -0.345251, -2.480437], [0.632897, 0.860405, 1.076448], [1.021736, -0.836391, 1.392488], [-0.842589, 0.024257, 2.698112], [-1.381125, -1.375317, 1.648097], [-2.863269, 0.331139, 0.542588], [-0.741104, -0.276589, -0.858696], [2.044044, 0.373528, -0.628758], [0.853416, 1.301310, -1.484681], [2.072716, -1.215501, -2.217632], [0.895675, -0.634390, -3.106438]], "atomic_forces_ev_per_a": [[-0.5, -0.5, -0.5], [1.1, 1.3, 0.3], [-1.2, -0.1, -1.1], [0.3, 0.1, 0.3], [0.1, 0.5, 0.0], [0.5, -0.4, -0.2], [0.3, -0.2, 0.2], [-0.1, 0.2, 0.2], [0.2, 0.0, 0.0], [-0.1, -0.7, 0.2], [-0.3, -0.2, 0.1], [0.2, -0.1, 0.3], [0.0, -0.1, 0.3], [0.0, 0.0, 0.1], [-0.4, 0.0, 0.0], [0.2, -0.1, 0.0], [-0.5, 0.3, -0.1]], "e_homo_ha": -0.34246, "de_lowest_kcal_mol": 46.80, "orbital_gap_ev": 10.19, "charge": 0, "lumo_ev": 0.867, "smiles": "NCNCCC=O", "fmax_ev_per_a": 1.719}